Entry 1:
The following is a DFT calculation (wB97M-V/def2-TZVPD) of a molecular structure, C55H48Br2Cl2N4O4P2STi.

Atoms and positions in Å:
Br 2.8639 -3.0752 3.8894
Br -0.6428 -7.3263 3.2423
Ti 1.9054 -2.2207 -1.2225
Cl 3.0798 -3.3636 -5.3736
Cl 4.0209 -5.1152 -0.2358
S 1.3127 1.6828 -4.2258
P 2.0023 3.3817 0.7688
P -0.7159 2.4237 1.4691
O 2.1931 -2.6622 0.6611
O 2.8922 -0.4761 -0.6105
O 4.3225 0.9293 0.4320
O 0.0432 -1.4536 -1.1192
N 1.6066 -0.5189 -3.1132
N 2.8808 -3.2685 -2.3000
N 0.9181 2.7170 1.9661
N 0.8328 -4.2339 -0.8487
C -0.4797 4.7662 -2.2570
C 1.0859 -5.0918 3.2132
C 0.2783 -5.8713 2.4358
C -3.8579 0.3664 -2.0390
C -0.5440 -6.5275 0.1352
C 0.8119 0.3182 -5.0983
C -1.4441 0.7787 3.7604
C -0.7192 -6.0339 -1.1329
C 1.0320 -0.7617 -4.3112
C -3.1619 5.8815 3.3770
C -1.4312 0.7444 -2.2176
C -1.0014 6.0742 -0.2999
C 3.6986 -4.5723 -4.2695
C 1.9151 0.7390 -2.9570
C -0.8375 -0.2021 1.6774
C -3.6536 5.1282 2.2915
C 0.1342 -5.7118 1.0498
C 1.6198 -3.7035 1.2421
C -3.6605 -2.0152 -0.7479
C -1.4207 -0.5101 4.3586
C -1.1463 -1.9680 -0.8429
C 3.9261 6.9109 1.5516
C 2.7117 4.8414 1.6904
C -1.1550 4.5107 3.4293
C -0.2052 -4.4455 -3.0856
C 2.6095 6.4364 3.5171
C 0.7730 4.4213 -0.1938
C 3.9854 -5.4185 -2.0020
C -1.1832 -1.6627 3.5760
C -0.0643 -4.9232 -1.6373
C 3.4846 7.2858 2.8034
C -1.2834 5.7572 -1.6177
C -2.9267 4.0601 1.8131
C 3.7210 -0.1369 0.3494
C -0.8622 -1.5163 2.2109
C -5.0813 -0.3113 -1.7323
C 4.4867 -6.5802 -2.5107
C -1.6669 3.7194 2.3635
C 4.6053 -6.7598 -3.8604
C -1.8940 5.6074 3.9153
C 3.4701 -4.3528 -2.8288
C 1.5280 2.1057 3.1631
C 1.7421 -3.9599 2.6331
C 0.0508 5.4024 0.3671
C 0.8181 -4.5765 0.4908
C -2.4431 -1.3274 -1.0530
C -2.5782 -0.0205 -1.6985
C -3.6928 -3.3368 0.0325
C -6.4924 0.0894 -1.9960
C 2.2205 5.2266 2.9447
C 0.5245 4.1506 -1.5624
C -4.8808 -1.5473 -1.1367
C 3.6103 5.6658 1.0124
C -1.0952 0.9160 2.4403
C 4.2241 -5.7778 -4.7968
H -0.4856 -0.1399 0.6451
H -6.6484 0.9591 -2.6827
H 0.2321 5.5912 1.4047
H -1.1857 -4.6389 -3.4931
H -1.7780 -0.6375 5.3673
H -7.1275 -0.7704 -2.3685
H 1.3384 2.7327 4.0638
H 2.2478 6.7147 4.4894
H 5.0353 -7.7588 -4.1191
H -1.5423 6.8049 0.2847
H 1.0020 -5.0291 4.2933
H 4.7375 -7.3206 -1.8020
H -4.6616 5.2854 1.8695
H -3.2021 -3.2788 0.9952
H -0.0087 -3.3802 -3.1399
H 2.4444 1.1674 -2.1429
H -1.5029 6.2193 4.7176
H 1.0033 1.1792 3.3622
H 3.9044 5.3237 0.0227
H -1.6856 1.5884 -2.9204
H -3.9901 1.3121 -2.6557
H -2.1034 6.1781 -2.1267
H -3.6711 6.7527 3.7079
H -1.1118 -7.3718 0.4949
H -3.2892 3.5382 0.9134
H 2.5809 1.9245 3.0029
H -4.7177 -3.6308 0.1385
H -1.0739 -3.0209 -0.3911
H 4.3537 -6.0262 -5.8542
H -1.1873 -2.6306 4.1015
H -7.0718 0.3487 -1.0922
H 3.6857 8.2681 3.1740
H 0.3341 0.3912 -6.1120
H -0.8118 1.0647 -1.3431
H -1.1461 -6.7113 -1.9273
H -0.7715 -2.3603 1.6143
H -3.1264 -4.1598 -0.3893
H -0.1821 4.2435 3.7064
H 1.0728 3.3008 -2.0336
H -5.7832 -2.1545 -0.9425
H 3.8658 -0.8826 1.1953
H 0.5713 -4.9366 -3.7064
H 4.6198 7.5219 1.0156
H -0.8266 0.0130 -2.7761
H 1.4970 4.5933 3.4077
H -0.7473 4.3437 -3.2351
H -1.5275 1.5864 4.4604
H 0.7203 -1.8091 -4.5339

relative energy (zero: lowest compared OMol25 entry of this formula, charge and spin)	51.9	kcal per mole
total charge	-2
2S+1	3
E_HOMO (alpha / beta)	0.0 / -2.4	eV
Kohn-Sham gap (alpha / beta)	0.132 / 0.220	Eh

Löwdin population analysis, charges in e, atoms 1 to 8: number 1, Br, carries 0.683; number 2, Br, carries 0.676; number 3, Ti, carries 1.070; number 4, Cl, carries 0.628; number 5, Cl, carries 0.723; number 6, S, carries 0.992; number 7, P, carries 1.073; number 8, P, carries 1.058

=====

Entry 2:
The following is a DFT calculation (wB97M-V/def2-TZVPD) of C4H2O in the gas phase.

Atoms and positions in Å:
O 1.9907 -0.3732 -0.0042
C -0.3972 -0.7298 0.0102
C -0.5020 0.7422 0.0048
C 0.6466 1.4049 -0.0025
C 0.9082 -0.7986 -0.0029
H -1.1740 -1.4546 -0.0084
H -1.4723 1.2090 0.0030

relative energy (zero: lowest compared OMol25 entry of this formula, charge and spin)	76.4	kcal per mole
E_HOMO	-8.9	eV
Kohn-Sham gap	0.308	Eh

From a Löwdin analysis of the wavefunction, the atomic charges in e read: number 1, O, carries 0.166; number 2, C, carries -0.075; number 3, C, carries -0.236; number 4, C, carries 0.194; number 5, C, carries -0.255; number 6, H, carries 0.099; number 7, H, carries 0.107

=====

Entry 3:
The following is a DFT calculation (wB97M-V/def2-TZVPD) of 9 unconnected molecules or ions with the total composition C5H27NO9S.

Atoms and positions in Å:
S -1.1729 1.5737 3.1816
O 3.0060 -0.0865 -0.7944
O -1.5146 -2.6678 1.0418
O 2.7972 2.5225 -1.4586
O -0.1227 -1.5422 3.9145
O 1.8116 -1.9734 -2.2629
O 3.3942 -1.3883 1.5584
O 2.6830 1.7580 1.1040
O -2.4410 -1.0080 -1.4515
O -0.5612 -2.9640 -1.3227
N -0.8560 1.6851 -1.3546
C -1.6037 0.9351 -0.3397
C -0.4504 0.9293 -2.5201
C -2.2551 1.9388 0.7007
C -2.6723 -0.0057 -0.8099
C -2.5133 1.2119 1.9659
H 2.6765 0.7683 -1.0933
H -2.6394 0.1230 1.7687
H -1.6892 -1.7106 0.9483
H 0.6338 -1.0889 3.5335
H 2.1185 -2.6031 -2.9226
H -1.0181 -3.6937 -1.7558
H 2.8659 -2.1070 1.1801
H -0.3767 -2.1790 3.2397
H 0.3426 1.4944 -3.0073
H -1.2485 0.5123 4.0807
H -3.5312 1.5171 2.2799
H -0.7644 0.4575 0.2483
H -1.2771 0.6354 -3.2232
H 3.0482 1.6727 1.9856
H 2.0598 3.0190 -1.0920
H -1.2124 -2.2268 -1.4820
H -3.7192 0.2400 -0.5684
H 2.7133 -0.7870 -1.4648
H -3.0996 2.4173 0.1793
H 1.0469 -2.4804 -1.8519
H -1.5544 2.7845 0.5684
H 2.3231 0.8589 0.8075
H -1.3026 2.5637 -1.5630
H 3.3733 2.4968 -0.6822
H 0.0816 0.0005 -2.2921
H 3.5076 -0.8412 0.7390
H -0.8870 -2.7622 0.2871

relative energy (zero: lowest compared OMol25 entry of this formula, charge and spin)	38.2	kcal per mole
E_HOMO	-9.2	eV
Kohn-Sham gap	0.326	Eh
structure (SMILES)	CN[C@H](C=O)CCS.O.O.O.O.O.O.O.O

Löwdin population analysis, charges in e, atoms 1 to 8: number 1, S, carries 0.716; number 2, O, carries -0.117; number 3, O, carries -0.075; number 4, O, carries -0.064; number 5, O, carries -0.083; number 6, O, carries -0.074; number 7, O, carries -0.095; number 8, O, carries -0.089

=====

Entry 4:
The following is a DFT calculation (wB97M-V/def2-TZVPD) of 6 unconnected molecules or ions with the total composition C24H50FN5O8.

Atoms and positions in Å:
F -2.8748 0.9912 2.7156
O 1.6574 1.8627 -0.2074
O 2.1473 -3.7898 -0.9107
O -6.0224 1.3815 0.6888
O -8.3147 1.0921 1.3787
O -7.0287 1.3160 4.2736
O 4.1153 0.6342 -2.2915
O -2.7006 4.2916 0.6926
O 5.5566 -4.2628 -1.3877
N 3.2420 -5.6991 -0.4921
N 6.8389 -5.7764 -2.4326
N 2.8586 2.3393 -3.0157
N 2.7563 -0.0467 0.2135
N -2.0467 5.1255 -1.2843
C -6.9144 4.0436 6.4284
C -5.2409 2.4628 2.7111
C 7.2953 -3.3903 -2.7801
C -3.5167 0.9400 1.4171
C -1.1758 5.3027 -2.4268
C 2.9033 -1.4539 0.5237
C 0.7871 -5.7148 -0.4855
C -3.8414 -0.6103 1.1405
C -0.5942 3.5112 -0.1388
C 5.0636 1.9783 -4.0319
C 0.3097 -0.0775 0.2237
C 1.6123 0.6604 0.0590
C -7.1078 1.2547 1.6392
C -4.7780 1.9207 1.2785
C -7.8789 2.7871 6.0498
C -7.8578 2.4887 4.4479
C 6.4926 -4.4918 -2.1430
C -1.8574 4.3276 -0.1964
C 3.9924 1.5887 -3.0474
C 3.3845 -7.1047 -0.1835
C 7.9041 -6.2449 -3.2941
C 2.5268 3.4945 -3.8206
C -6.3182 1.3227 3.0273
C 2.0948 -4.9846 -0.6478
H -8.9363 2.9109 6.4561
H 3.3193 3.7494 -4.5221
H 5.4183 2.9896 -3.8205
H -6.9810 4.8924 5.6710
H 7.4625 -6.8526 -4.0862
H -0.5528 2.8232 -0.9849
H -0.2730 4.6990 -2.3530
H 0.7100 -6.1278 0.5229
H -5.8988 3.3605 2.4410
H 4.6761 1.9196 -5.0515
H -0.5207 0.6125 0.0721
H -5.7445 0.3261 3.0232
H -4.3135 -0.8103 0.1228
H 7.2171 -3.4498 -3.8679
H -4.4742 2.7617 3.4923
H 1.9446 -1.9543 0.6356
H 3.4692 -1.5407 1.4542
H -7.3892 1.8783 6.5690
H -0.9020 6.3577 -2.4890
H 2.3500 4.3392 -3.1513
H 3.9480 -7.1962 0.7473
H 0.2781 4.1672 -0.1433
H 1.6106 3.2760 -4.3733
H 0.2366 -0.4897 1.2324
H -5.8185 3.7055 6.5594
H 5.9054 1.2916 -3.9426
H -7.4536 3.4407 3.9676
H 8.5786 -6.8643 -2.6999
H -0.5811 2.9275 0.7810
H -2.9139 5.6435 -1.2562
H -0.0384 -5.0191 -0.6374
H -2.7265 1.3175 0.6660
H 6.9052 -2.4246 -2.4582
H 8.3409 -3.4614 -2.4721
H 3.5914 0.5079 0.0889
H 6.2583 -6.4623 -1.9710
H -1.7276 5.0211 -3.3258
H -2.8162 -1.1450 1.1493
H 8.4646 -5.4247 -3.7385
H -8.9320 2.3607 4.0468
H -7.2533 4.3971 7.4712
H 0.7077 -6.5127 -1.2273
H 3.4642 -1.9236 -0.2838
H 0.2350 -0.8768 -0.5172
H 2.1845 2.0206 -2.3295
H 4.0847 -5.1435 -0.6150
H -4.5110 2.7348 0.5075
H -4.4409 -1.0415 2.0134
H 3.9464 -7.5785 -0.9919
H 2.4224 -7.6024 -0.0732

E_HOMO	-8.7	eV
Kohn-Sham gap	0.337	Eh
structure (SMILES)	CCCO[C@@H]1C[C@@H]([C@H](C)F)OC1=O.CNC(C)=O.CNC(C)=O.CNC(C)=O.CNC(C)=O.CNC(C)=O

Löwdin population analysis, charges in e, atoms 1 to 8: number 1, F, carries -0.069; number 2, O, carries -0.022; number 3, O, carries 0.014; number 4, O, carries -0.030; number 5, O, carries 0.096; number 6, O, carries -0.113; number 7, O, carries 0.027; number 8, O, carries 0.015

=====

Entry 5:
The following is a DFT calculation (wB97M-V/def2-TZVPD) of a molecular structure, C50H53InN3O2Te.

Atoms and positions in Å:
Te 2.0980 -4.5203 3.0869
In 0.2403 -0.0020 -0.8565
O 5.2597 -2.3779 0.4377
O 2.2802 -0.0394 0.5378
N -2.4025 0.3262 -0.3360
N 0.5415 -0.3609 3.3500
N -0.5132 2.5021 -0.8341
C 3.6312 0.6313 3.8147
C -5.3061 -1.6525 -1.4582
C 0.6530 4.3512 3.6632
C 4.4815 -3.6889 4.8238
C 0.9598 -1.7226 3.5939
C -5.5422 1.2150 -2.6545
C 4.4329 -2.9311 7.1066
C 2.3678 3.2399 -0.5250
C 3.0928 0.0577 1.4892
C -2.7446 1.5732 -0.3876
C 4.4596 -0.3948 1.3473
C -0.7298 4.4079 3.6585
C 0.5727 1.9812 3.2190
C -0.0315 3.7285 -1.0034
C -3.3385 -0.6821 -0.4629
C -4.1875 -0.4687 -3.9533
C 5.1421 -3.2101 5.9474
C -5.2867 -2.6691 -0.5175
C 4.1241 0.8804 -2.8508
C 1.7577 -2.4648 2.5256
C 3.0616 -3.1406 7.1470
C -2.2095 4.0318 -0.5389
C -1.8437 2.6399 -0.5412
C -1.3453 -3.0898 1.2980
C -0.8224 2.0489 3.2172
C 4.9756 0.2674 3.6202
C 4.9006 -1.7055 -2.2347
C 2.7029 0.5347 2.8131
C 1.3854 4.0083 -1.4143
C 2.3991 -3.6338 6.0312
C -1.4673 3.2489 3.4483
C 4.7419 -1.3336 -3.5564
C 1.3042 3.1442 3.4506
C 3.1085 -3.9001 4.8658
C -4.3052 0.3115 -2.6381
C 4.6704 -0.7891 -1.2070
C -3.2713 -1.7621 0.4472
C 1.5730 3.5219 -2.8630
C -4.2541 -2.7354 0.4037
C 4.3339 -0.0429 -3.8659
C 1.2448 0.6706 3.1041
C 1.6900 5.5052 -1.3149
C -1.0739 4.7174 -0.8156
C -2.1942 -1.8309 1.5111
C 5.9525 0.4241 4.7360
C -2.8214 -1.8253 2.9088
C 4.3071 0.5171 -1.5274
C 5.3435 -0.2913 2.3911
C -4.3363 -0.6628 -1.4748
C 4.8426 -1.2684 0.1835
H -3.1924 4.4249 -0.3378
H -5.0741 -1.0744 -4.1334
H 2.7457 -2.0352 2.3922
H -0.6397 -3.2220 2.1206
H 2.2198 3.5104 0.5177
H -1.5501 -0.9506 1.4237
H -5.4487 1.9599 -3.4447
H 3.8296 1.8929 -3.0951
H 1.4898 5.8721 -0.3076
H 1.2420 -2.4506 1.5649
H 1.2292 5.2477 3.8509
H 2.3844 3.0956 3.5151
H -1.2361 5.3467 3.8377
H 1.3906 2.4472 -2.9244
H -1.9751 -3.9773 1.2555
H 3.3205 0.9890 4.7895
H 1.0898 6.0809 -2.0188
H -6.4462 0.6348 -2.8353
H 5.9174 1.4463 5.1159
H 4.1931 0.2466 -4.8985
H 1.3325 -3.8124 6.0757
H 4.1881 1.2534 -0.7447
H -2.5486 3.2863 3.4720
H 2.7400 5.6842 -1.5417
H -6.0976 -1.6317 -2.1949
H 5.0356 -3.9015 3.9184
H -3.7952 1.8566 -0.2828
H -4.0710 0.2181 -4.7913
H -0.9574 5.7832 -0.8977
H -3.3218 -1.1307 -3.9269
H -0.7887 -3.0220 0.3606
H 5.2117 -2.7062 -1.9694
H 6.3427 -0.6875 2.2598
H 3.3896 3.4930 -0.8106
H -3.3725 -2.7456 3.0985
H 4.9355 -2.0489 -4.3434
H -6.0646 -3.4201 -0.5130
H 4.9460 -2.5509 7.9801
H 0.8890 4.0307 -3.5420
H -5.6576 1.7390 -1.7054
H -1.3854 1.1400 3.0520
H -4.2360 -3.5503 1.1146
H -3.5060 -0.9847 3.0225
H 5.6948 -0.2375 5.5664
H 0.0342 -2.2733 3.7778
H 2.2235 2.1664 -0.6361
H 6.2141 -3.0608 5.9143
H 2.5936 3.7261 -3.1870
H 2.5041 -2.9202 8.0476
H 6.9662 0.1985 4.4139
H -2.0462 -1.7348 3.6686
H 1.5357 -1.7240 4.5258
H -3.4214 0.9463 -2.5570

relative energy (zero: lowest compared OMol25 entry of this formula, charge and spin)	5.6	kcal per mole
total charge	+1
E_HOMO (alpha / beta)	-9.9 / -9.9	eV
Kohn-Sham gap (alpha / beta)	0.175 / 0.183	Eh

Löwdin population analysis, charges in e, atoms 1 to 8: number 1, Te, carries 1.283; number 2, In, carries 0.935; number 3, O, carries 0.127; number 4, O, carries -0.195; number 5, N, carries 0.034; number 6, N, carries 0.138; number 7, N, carries 0.068; number 8, C, carries 0.039

=====

Entry 6:
The following is a DFT calculation (wB97M-V/def2-TZVPD) of C2H2N2O2 in the gas phase.

Atoms and positions in Å:
O -2.0551 -0.4952 -0.6049
O 1.6246 1.3677 0.4694
N 0.5943 -0.6243 -0.1129
N -1.4794 0.7367 0.1122
C -0.4818 -0.0225 -0.0043
C 1.7075 0.2189 0.1076
H -2.5715 -0.8961 0.1119
H 2.6613 -0.2852 -0.0790

relative energy (zero: lowest compared OMol25 entry of this formula, charge and spin)	105.0	kcal per mole
E_HOMO	-10.3	eV
Kohn-Sham gap	0.378	Eh

From a Löwdin analysis of the wavefunction, the atomic charges in e read: number 1, O, carries -0.004; number 2, O, carries 0.053; number 3, N, carries 0.153; number 4, N, carries 0.165; number 5, C, carries -0.287; number 6, C, carries -0.317; number 7, H, carries 0.113; number 8, H, carries 0.123

=====

Entry 7:
The following is a DFT calculation (wB97M-V/def2-TZVPD) of a molecular structure, C24H36CsN6O12P2S2.

Atoms and positions in Å:
Cs 0.9014 0.3361 2.1221
S -2.4292 2.7147 -2.6611
S -4.2266 5.1304 -5.5407
P 4.0552 1.7454 3.2988
P 4.3303 -0.6960 1.4409
O -3.7954 5.0617 -6.9317
O 0.4529 -3.3406 1.3568
O 2.8113 0.9235 3.5651
O 4.0994 -1.2733 2.9416
O 5.3428 -1.5269 0.7400
O -0.5080 -1.0717 0.2914
O -1.4729 1.1512 2.5031
O 3.9428 3.1975 2.9983
O 1.3840 -3.1542 3.7993
O -4.7628 6.4328 -5.1659
O 2.9909 -0.3796 0.8101
O 5.1011 1.5104 4.5125
N 3.4295 -4.0225 3.2844
N 4.4154 1.8781 0.6703
N 2.9018 3.7334 -1.0145
N -3.0938 4.6252 -4.5223
N -1.3606 -2.1542 -1.5301
N -2.4425 0.4795 2.0034
C -1.9341 -0.9449 -2.1330
C 6.4645 1.1371 1.9296
C 4.4428 -4.2782 2.2614
C -3.0130 0.8644 0.8463
C -6.6211 3.6115 -5.7192
C 1.7577 3.8476 -0.9765
C -5.3763 3.8599 -5.1879
C -6.7758 1.6577 -4.2783
C 0.0115 -3.3931 0.0265
C -5.5268 1.9026 -3.7491
C 1.8179 -3.6290 1.4973
C -1.5269 -3.4039 -2.2643
C 3.9353 -3.7765 4.6238
C -7.3489 2.4990 -5.2718
C -4.0772 0.1602 0.3179
C -3.4767 3.4958 -3.8385
C 0.3020 4.0503 -0.9197
C -4.5513 -0.9619 0.9545
C 4.9522 1.0212 1.8120
C 2.1749 -3.5795 2.9751
C -4.7716 3.0241 -4.1916
C -3.9404 -1.3573 2.1259
C -0.6611 -2.0891 -0.3830
C -2.8883 -0.6218 2.6381
H -8.3302 2.2815 -5.6801
H 3.6195 1.3413 0.2922
H -2.0724 -4.1558 -1.6901
H 6.7689 2.1303 2.2699
H 6.8351 0.4039 2.6419
H -2.1035 -3.1866 -3.1574
H 4.0858 2.7787 1.0397
H 2.0479 -4.6219 1.0979
H -1.6364 -0.0726 -1.5774
H -0.6798 -4.2283 -0.0883
H 3.1200 -3.4335 5.2500
H -0.2858 3.5560 -1.7181
H -1.5756 -0.8159 -3.1511
H -7.0339 4.2685 -6.4806
H -2.5824 1.7378 0.3691
H -2.3629 -0.8608 3.5484
H 6.9289 0.9148 0.9646
H 4.0819 -4.9800 1.5086
H -0.0789 3.6522 0.0230
H -5.3795 -1.5228 0.5415
H 5.0712 2.0525 -0.0853
H -5.0967 1.2565 -3.0013
H -3.0223 -1.0034 -2.1528
H 4.9968 0.6088 4.8531
H 2.4337 -2.8952 0.9590
H 0.8429 -3.5550 -0.6700
H -4.5049 0.5226 -0.6049
H -0.5737 -3.8349 -2.5815
H 4.7121 -3.0072 4.5978
H 5.2970 -4.7438 2.7540
H 0.0685 5.1098 -0.9847
H 4.3542 -4.6944 5.0438
H 4.7853 -3.3659 1.7608
H -7.3432 0.7973 -3.9280
H -4.2687 -2.2335 2.6675
H 3.4449 -0.5976 3.3022

total charge	-2
2S+1	2
E_HOMO (alpha / beta)	1.0 / -1.6	eV
Kohn-Sham gap (alpha / beta)	0.075 / 0.168	Eh

Löwdin population analysis, charges in e, atoms 1 to 8: number 1, Cs, carries 1.581; number 2, S, carries 0.440; number 3, S, carries 0.550; number 4, P, carries 0.312; number 5, P, carries 0.284; number 6, O, carries -0.387; number 7, O, carries -0.102; number 8, O, carries -0.660

=====

What max |F| values result from the calculations? In sequence: 3.40; 2.21; 4.15; 4.97; 1.21; 0.90; 2.69 eV Å⁻¹.